(1)
Density functional theory data (ωB97M-V/def2-TZVPD) for a cluster of 6 separate species, C15H35BF4NO10 in total in a non-equilibrium geometry.

Element x y z (Å)
N1 -19.193 6.472 -20.972
H1 -18.984 5.512 -20.739
H2 -18.999 6.697 -21.938
H3 -18.742 7.101 -20.324
H4 -20.164 6.681 -20.790
C1 -16.159 8.984 -19.071
C2 -17.160 8.028 -18.352
C3 -17.059 8.356 -16.790
O1 -18.440 8.064 -18.894
H5 -16.570 9.989 -18.973
H6 -16.096 8.731 -20.129
H7 -15.140 9.005 -18.685
H8 -16.812 7.013 -18.545
H9 -17.229 9.380 -16.456
H10 -16.155 7.876 -16.418
H11 -17.733 7.680 -16.264
B1 -19.187 7.625 -23.887
F1 -20.316 8.188 -23.323
F2 -18.835 8.161 -25.091
F3 -18.117 7.743 -23.017
F4 -19.231 6.267 -24.053
C4 -24.659 6.430 -24.320
C5 -23.727 6.702 -23.089
O2 -23.908 5.615 -22.157
C6 -23.064 5.567 -21.174
O3 -21.962 6.225 -21.063
O4 -23.540 4.605 -20.318
C7 -22.849 4.160 -19.146
H12 -24.249 5.532 -24.783
H13 -24.561 7.205 -25.080
H14 -25.701 6.187 -24.111
H15 -23.962 7.594 -22.508
H16 -22.691 6.763 -23.424
H17 -23.522 3.548 -18.546
H18 -22.311 4.866 -18.513
H19 -22.066 3.509 -19.534
C8 -16.638 1.959 -22.415
C9 -18.108 2.323 -22.598
O5 -18.707 1.871 -21.333
C10 -18.847 2.655 -20.338
O6 -18.701 3.881 -20.356
O7 -19.331 1.983 -19.272
C11 -19.351 2.663 -18.049
H20 -16.068 2.232 -23.303
H21 -16.678 0.872 -22.346
H22 -16.116 2.455 -21.597
H23 -18.461 1.804 -23.489
H24 -18.136 3.391 -22.810
H25 -20.187 2.289 -17.459
H26 -19.404 3.747 -18.149
H27 -18.431 2.516 -17.483
C12 -24.512 14.008 -21.360
C13 -23.139 13.625 -21.756
O8 -22.959 12.363 -21.138
C14 -21.812 11.684 -21.200
O9 -20.829 11.848 -21.952
O10 -21.975 10.576 -20.519
C15 -21.117 9.494 -20.646
H28 -25.326 13.409 -21.768
H29 -24.663 14.969 -21.852
H30 -24.587 14.123 -20.279
H31 -22.416 14.338 -21.359
H32 -23.118 13.662 -22.845
H33 -20.085 9.836 -20.571
H34 -21.338 8.957 -21.569
H35 -21.352 8.764 -19.872

Computed properties:
E_HOMO (spin up / spin down) = -0.369 / -0.369 Eh
LUMO energy (spin up / spin down) = 0.14 / -2.63 eV
multiplicity = 2
orbital gap (spin up / spin down) = 10.17 / 7.39 eV

=====

(2)
Density functional theory data (ωB97M-V/def2-TZVPD) for a structure of composition C15H35Br10N5O10 in a non-equilibrium geometry.

Element x y z (Å)
C1 1.401 -2.442 1.759
N1 2.157 -3.247 0.774
O1 3.005 -4.039 1.222
O2 1.766 -3.191 -0.423
H1 0.483 -2.197 1.224
H2 1.879 -1.484 1.959
H3 1.096 -2.898 2.701
C2 1.431 -2.426 -2.904
N2 0.040 -1.845 -2.619
O3 -0.914 -2.207 -3.266
O4 -0.021 -0.938 -1.830
H4 1.312 -3.307 -3.535
H5 1.865 -2.744 -1.957
H6 2.086 -1.640 -3.280
C3 -0.965 0.123 -3.362
N3 -1.817 1.222 -2.914
O5 -2.430 1.874 -3.788
O6 -1.784 1.571 -1.789
H7 0.080 0.390 -3.204
H8 -1.137 0.063 -4.437
H9 -1.296 -0.824 -2.937
C4 0.063 3.676 -2.175
N4 -0.129 4.283 -0.870
O7 0.415 3.670 0.052
O8 -0.950 5.191 -0.698
H10 0.725 4.172 -2.885
H11 -0.915 3.812 -2.636
H12 0.199 2.613 -1.976
C5 0.511 0.675 -0.513
N5 -0.363 0.397 0.745
O9 0.114 -0.485 1.509
O10 -1.336 1.158 0.837
H13 0.827 1.716 -0.456
H14 -0.225 0.456 -1.287
H15 1.248 -0.128 -0.522
Br1 4.910 -0.726 1.767
C6 4.378 0.510 0.260
C7 3.125 0.045 -0.544
Br2 2.564 1.409 -1.815
H16 5.246 0.503 -0.400
H17 4.148 1.499 0.656
H18 2.304 -0.116 0.155
H19 3.151 -0.915 -1.060
Br3 -2.441 -0.779 -0.922
C8 -1.101 -1.755 0.104
C9 -1.487 -3.229 0.146
Br4 -0.173 -4.293 1.196
H20 -1.157 -1.210 1.046
H21 -0.192 -1.664 -0.491
H22 -1.479 -3.622 -0.870
H23 -2.457 -3.474 0.579
Br5 -5.731 0.367 -0.504
C10 -3.711 0.452 -0.320
C11 -3.337 1.707 0.295
Br6 -2.975 3.147 -1.026
H24 -3.247 0.249 -1.285
H25 -3.513 -0.321 0.423
H26 -2.365 1.536 0.759
H27 -3.976 2.035 1.114
Br7 0.708 -3.003 4.402
C12 -0.277 -1.544 3.407
C13 -1.613 -2.023 3.019
Br8 -2.652 -0.517 2.160
H28 0.396 -1.206 2.618
H29 -0.497 -0.716 4.081
H30 -2.144 -2.387 3.899
H31 -1.536 -2.853 2.317
Br9 -0.425 1.422 3.383
C14 0.342 3.010 2.439
C15 1.874 2.808 2.203
Br10 2.314 1.301 0.982
H32 0.059 3.909 2.987
H33 -0.128 3.078 1.458
H34 2.406 2.639 3.139
H35 2.269 3.705 1.726

Computed properties:
E_HOMO = -0.267 Eh
LUMO energy = -1.54 eV
multiplicity = 1
relative energy (zero: lowest compared OMol25 entry of this formula, charge and spin) = 41.011 eV
orbital gap = 5.73 eV

=====

(3)
Density functional theory data (ωB97M-V/def2-TZVPD) for a structure of composition C15H35CuF6GeNO5S6SbSi3 in a non-equilibrium geometry.

Element x y z (Å)
Cu1 0.887 -1.586 -0.213
S1 -5.589 -0.910 -3.992
Sb1 -3.356 -0.512 -4.007
S2 -0.649 0.829 -0.570
S3 -1.100 -0.970 0.473
S4 -2.565 -0.317 -6.118
F1 5.568 -4.997 1.789
C1 5.573 -3.663 1.714
F2 6.400 -3.201 2.669
F3 6.093 -3.308 0.531
S5 3.883 -2.910 1.951
O1 1.576 -1.052 2.503
O2 3.514 -3.427 3.271
N1 3.180 -3.828 0.802
S6 2.577 -3.319 -0.504
O3 2.771 -1.890 -0.815
O4 1.279 -3.863 -0.786
C2 3.643 -4.107 -1.806
F4 3.919 -5.380 -1.501
F5 3.024 -4.089 -2.987
F6 4.804 -3.456 -1.939
C3 -2.322 5.669 -1.191
Si1 -1.588 3.949 -1.448
C4 0.217 4.160 -1.935
C5 -2.509 3.122 -2.850
Ge1 -1.657 2.534 0.470
Si2 -3.877 1.746 0.912
C6 -5.095 3.183 1.066
C7 -3.933 0.793 2.531
C8 -4.394 0.653 -0.499
Si3 -0.787 3.719 2.333
C9 -2.062 5.111 2.507
C10 -0.791 2.868 4.014
C11 0.867 4.596 2.129
H1 -2.399 6.157 -2.165
H2 -1.696 6.292 -0.552
H3 -3.319 5.636 -0.754
H4 0.291 4.679 -2.893
H5 0.708 3.193 -2.036
H6 0.767 4.735 -1.188
H7 -2.425 3.716 -3.763
H8 -3.569 3.005 -2.620
H9 -2.115 2.128 -3.052
H10 -4.887 3.822 1.924
H11 -6.102 2.776 1.187
H12 -5.097 3.810 0.174
H13 -3.677 1.423 3.384
H14 -3.238 -0.045 2.503
H15 -4.942 0.403 2.687
H16 -4.408 1.178 -1.452
H17 -5.394 0.249 -0.332
H18 -3.710 -0.187 -0.609
H19 -3.031 4.724 2.821
H20 -2.221 5.676 1.591
H21 -1.714 5.803 3.279
H22 -1.514 2.059 4.087
H23 -1.037 3.614 4.773
H24 0.188 2.458 4.243
H25 1.000 5.029 1.139
H26 1.696 3.920 2.319
H27 0.900 5.410 2.860
C12 3.734 0.890 2.018
C13 3.251 0.341 3.373
C14 1.760 0.174 3.134
O5 1.414 1.271 2.321
C15 2.435 1.373 1.335
H28 4.202 0.109 1.421
H29 4.454 1.697 2.144
H30 3.391 1.086 4.158
H31 3.729 -0.587 3.676
H32 1.128 0.253 4.022
H33 0.627 -1.185 2.321
H34 2.466 2.415 1.007
H35 2.177 0.747 0.471

Computed properties:
total charge = -2
E_HOMO = -0.075 Eh
LUMO energy = 3.94 eV
multiplicity = 1
relative energy (zero: lowest compared OMol25 entry of this formula, charge and spin) = 0.137 eV
orbital gap = 5.98 eV

=====

(4)
Density functional theory data (ωB97M-V/def2-TZVPD) for a cluster of 2 separate species, C15H35N3O6PS in total.

Element x y z (Å)
C1 3.751 -1.538 -0.178
C2 3.730 -0.736 -1.478
C3 2.370 -0.043 -1.688
C4 2.424 1.451 -1.353
C5 1.088 2.224 -1.460
C6 -0.170 1.363 -1.593
C7 -1.481 2.175 -1.547
C8 -2.354 1.951 -0.289
C9 -3.799 1.500 -0.586
C10 -4.252 0.145 -0.052
N1 -3.596 -1.130 -0.628
S1 -4.913 -2.356 -0.566
C11 -2.479 -1.547 0.346
O1 -1.888 -2.715 -0.016
N2 -0.398 -2.478 -0.510
O2 0.306 -2.993 0.192
C12 -3.095 -0.908 -2.024
P1 -2.671 -2.375 -3.101
O3 -2.959 -3.682 -2.534
O4 -1.146 -2.138 -3.478
O5 -3.508 -2.080 -4.416
H1 4.730 -1.982 0.007
H2 3.026 -2.355 -0.235
H3 3.490 -0.915 0.680
H4 3.920 -1.407 -2.319
H5 4.516 0.023 -1.450
H6 1.638 -0.549 -1.049
H7 2.035 -0.187 -2.721
H8 3.143 1.907 -2.037
H9 2.827 1.561 -0.342
H10 0.955 2.864 -0.582
H11 1.117 2.901 -2.319
H12 -0.114 0.809 -2.538
H13 -0.172 0.608 -0.798
H14 -1.255 3.238 -1.644
H15 -2.071 1.933 -2.437
H16 -2.402 2.889 0.264
H17 -1.859 1.254 0.390
H18 -4.507 2.194 -0.126
H19 -3.997 1.585 -1.655
H20 -5.321 0.042 -0.239
H21 -4.108 0.072 1.026
H22 -4.055 -3.390 -0.622
H23 -2.988 -1.667 1.304
H24 -1.780 -0.707 0.389
H25 -2.226 -0.252 -1.936
H26 -3.872 -0.356 -2.549
H27 -0.785 -1.241 -3.431
H28 -3.212 -1.350 -4.975
C13 2.168 -0.433 4.847
C14 3.264 0.125 3.968
O6 3.526 -0.365 2.880
N3 3.961 1.190 4.436
C15 3.802 1.887 5.696
H29 1.724 -1.277 4.328
H30 2.565 -0.773 5.804
H31 1.400 0.316 5.046
H32 4.685 1.506 3.808
H33 3.560 2.939 5.533
H34 4.715 1.834 6.290
H35 2.999 1.439 6.271

Computed properties:
total charge = +1
E_HOMO = -0.423 Eh
LUMO energy = -3.93 eV
multiplicity = 1
relative energy (zero: lowest compared OMol25 entry of this formula, charge and spin) = 0.000 eV
orbital gap = 7.57 eV

=====

(5)
Density functional theory data (ωB97M-V/def2-TZVPD) for a cluster of 5 separate species, C15H35N5O5 in total in a non-equilibrium geometry.

Element x y z (Å)
C1 12.596 4.620 -4.883
O1 12.676 3.461 -5.229
N1 12.518 5.681 -5.732
C2 12.556 7.036 -5.231
C3 12.747 5.506 -7.138
H1 12.604 4.942 -3.829
H2 11.875 7.667 -5.805
H3 13.556 7.483 -5.349
H4 12.365 7.075 -4.164
H5 13.691 6.010 -7.397
H6 12.946 4.461 -7.352
H7 11.968 5.888 -7.794
C4 9.872 4.735 -10.343
O2 10.152 5.326 -11.359
N2 9.617 5.314 -9.142
C5 9.136 4.536 -8.023
C6 9.577 6.745 -9.000
H8 9.840 3.633 -10.272
H9 8.110 4.826 -7.768
H10 9.753 4.708 -7.137
H11 9.154 3.474 -8.255
H12 10.187 7.207 -9.778
H13 8.569 7.157 -9.127
H14 9.979 7.034 -8.029
C7 12.323 7.038 -1.170
O3 13.262 6.767 -1.880
N3 11.483 8.090 -1.362
C8 11.698 9.035 -2.418
C9 10.278 8.255 -0.585
H15 12.067 6.509 -0.237
H16 10.959 8.935 -3.219
H17 12.675 8.881 -2.872
H18 11.679 10.057 -2.031
H19 9.427 8.383 -1.259
H20 10.084 7.383 0.034
H21 10.336 9.146 0.047
C10 13.425 3.829 -10.872
O4 12.979 3.681 -9.751
N4 14.643 4.342 -11.168
C11 15.184 4.265 -12.500
C12 15.551 4.711 -10.112
H22 12.924 3.430 -11.769
H23 14.545 3.656 -13.139
H24 16.159 3.770 -12.474
H25 15.297 5.251 -12.956
H26 15.949 5.719 -10.283
H27 15.030 4.712 -9.162
H28 16.415 4.040 -10.095
C13 11.285 0.571 -9.234
O5 10.797 -0.272 -9.955
N5 12.233 0.356 -8.292
C14 12.819 1.462 -7.554
C15 12.732 -0.969 -8.018
H29 11.007 1.637 -9.294
H30 13.754 1.750 -8.055
H31 13.152 1.153 -6.565
H32 12.142 2.303 -7.511
H33 12.553 -1.237 -6.970
H34 12.255 -1.707 -8.653
H35 13.820 -1.011 -8.149

Computed properties:
SMILES = CN(C)C=O.CN(C)C=O.CN(C)C=O.CN(C)C=O.CN(C)C=O
E_HOMO = -0.315 Eh
LUMO energy = 0.43 eV
multiplicity = 1
relative energy (zero: lowest compared OMol25 entry of this formula, charge and spin) = 2.074 eV
orbital gap = 9.00 eV

=====

(6)
Density functional theory data (ωB97M-V/def2-TZVPD) for a cluster of 5 separate species, C15H35N5O5 in total in a non-equilibrium geometry.

Element x y z (Å)
C1 -23.356 -4.362 1.317
O1 -24.407 -3.738 1.143
N1 -22.128 -3.803 1.579
C2 -20.935 -4.565 1.782
C3 -21.928 -2.348 1.595
H1 -23.340 -5.460 1.237
H2 -20.345 -4.247 0.923
H3 -21.069 -5.642 1.881
H4 -20.343 -4.222 2.631
H5 -20.992 -2.051 1.121
H6 -22.856 -1.798 1.439
H7 -21.867 -2.062 2.645
C4 -14.967 -11.895 -1.831
O2 -16.162 -11.422 -1.794
N2 -13.898 -11.041 -1.698
C5 -12.501 -11.474 -1.988
C6 -14.081 -9.713 -1.158
H8 -14.586 -12.926 -1.900
H9 -11.906 -11.576 -1.081
H10 -11.810 -10.879 -2.585
H11 -12.452 -12.469 -2.430
H12 -13.793 -9.029 -1.956
H13 -15.058 -9.492 -0.728
H14 -13.349 -9.559 -0.365
C7 -18.893 -7.881 2.208
O3 -19.963 -8.511 2.324
N3 -17.844 -8.416 1.525
C8 -16.608 -7.665 1.512
C9 -17.740 -9.780 1.116
H15 -18.818 -6.822 2.500
H16 -16.583 -6.972 2.353
H17 -16.518 -7.157 0.552
H18 -15.749 -8.332 1.447
H19 -17.224 -9.782 0.155
H20 -16.971 -10.285 1.700
H21 -18.665 -10.325 0.927
C10 -12.872 -4.846 5.768
O4 -12.309 -3.806 5.522
N4 -13.506 -5.608 4.889
C11 -14.224 -6.838 5.320
C12 -13.807 -5.155 3.523
H22 -12.888 -5.331 6.756
H23 -15.192 -6.903 4.824
H24 -14.331 -7.097 6.373
H25 -13.679 -7.677 4.889
H26 -14.826 -4.776 3.604
H27 -13.237 -4.279 3.215
H28 -13.763 -5.896 2.725
C13 -23.204 -10.641 3.444
O5 -22.966 -11.862 3.739
N5 -24.481 -10.102 3.450
C14 -25.598 -10.989 3.790
C15 -24.964 -8.799 2.981
H29 -22.363 -9.966 3.224
H30 -25.663 -11.708 4.607
H31 -25.928 -11.527 2.901
H32 -26.452 -10.327 3.936
H33 -25.179 -8.106 3.794
H34 -24.197 -8.425 2.303
H35 -25.795 -8.982 2.299

Computed properties:
total charge = +1
E_HOMO (spin up / spin down) = -0.402 / -0.402 Eh
LUMO energy (spin up / spin down) = -3.98 / -8.91 eV
multiplicity = 2
relative energy (zero: lowest compared OMol25 entry of this formula, charge and spin) = 1.462 eV
orbital gap (spin up / spin down) = 6.95 / 2.03 eV

=====

(7)
Density functional theory data (ωB97M-V/def2-TZVPD) for a cluster of 2 separate species, C15H35NO6P2 in total.

Element x y z (Å)
C1 2.707 2.559 -4.725
C2 2.667 1.190 -4.111
O1 3.416 0.776 -3.261
O2 1.677 0.444 -4.645
C3 1.462 -0.846 -4.041
C4 0.828 -0.722 -2.663
C5 -0.694 -0.734 -2.679
C6 -1.327 -0.658 -1.292
C7 -0.863 0.534 -0.442
P1 0.712 0.429 0.516
N1 0.374 -1.227 1.088
C8 0.778 1.260 2.140
C9 2.209 1.249 2.684
C10 2.414 1.967 4.040
C11 1.148 2.097 4.887
C12 3.514 1.272 4.840
P2 1.356 2.526 -0.401
O3 0.482 3.668 0.033
H1 3.183 2.504 -5.705
H2 3.287 3.216 -4.084
H3 1.701 2.949 -4.864
H4 0.795 -1.354 -4.735
H5 2.404 -1.388 -4.007
H6 1.192 -1.529 -2.021
H7 1.194 0.201 -2.219
H8 -1.075 0.072 -3.312
H9 -1.023 -1.666 -3.149
H10 -1.182 -1.598 -0.763
H11 -2.405 -0.543 -1.418
H12 -0.810 1.418 -1.078
H13 -1.619 0.765 0.315
H14 1.912 -0.086 -0.011
H15 -0.497 -1.346 1.595
H16 1.126 -1.624 1.639
H17 0.121 0.698 2.802
H18 0.395 2.278 2.040
H19 2.866 1.727 1.955
H20 2.556 0.214 2.771
H21 2.764 2.977 3.812
H22 1.411 2.343 5.917
H23 0.579 1.166 4.914
H24 0.490 2.886 4.526
H25 3.922 1.928 5.609
H26 3.124 0.375 5.328
H27 4.342 0.965 4.199
H28 1.436 2.392 -1.815
H29 2.742 2.742 -0.160
C13 -6.395 -3.346 -1.702
O4 -5.840 -3.903 -0.505
C14 -4.825 -3.210 0.004
O5 -4.362 -2.196 -0.454
O6 -4.401 -3.826 1.107
C15 -3.290 -3.188 1.746
H30 -7.200 -4.017 -1.985
H31 -6.780 -2.345 -1.514
H32 -5.641 -3.300 -2.486
H33 -3.556 -2.177 2.051
H34 -2.433 -3.151 1.075
H35 -3.068 -3.802 2.614

Computed properties:
SMILES = CC(=O)OCCCCC[PH](N)(CCC(C)C)[PH2]=O.COC(=O)OC
E_HOMO = -0.289 Eh
LUMO energy = 0.52 eV
multiplicity = 1
orbital gap = 8.38 eV